Entry from the Open Molecules 2025 dataset: C19H11AuCl4I2N2O3 as an isolated structure (wB97M-V/def2-TZVPD).

```
42
Properties=species:S:1:pos:R:3:mulliken_spin:R:1
Au 1.25921 0.82162 -1.40113 0.087
I 6.79065 0.71990 3.94296 0.043
C 5.52306 0.54254 2.31146 0.259
C 6.05223 0.21168 1.06473 -0.091
C 5.20452 0.09156 -0.00715 0.158
I 5.98401 -0.40529 -1.86010 0.030
C 3.78480 0.30658 0.12339 0.120
O 3.09651 0.12538 -0.92421 0.322
C 3.26539 0.64632 1.43093 0.132
C 1.80688 0.91341 1.72736 0.004
N 0.91616 -0.02540 1.07726 0.002
C -0.47541 0.05351 1.47704 0.005
C -1.39616 -0.59579 0.46702 -0.008
C -2.54093 -1.20195 0.78217 -0.010
C -3.53510 -1.50074 -0.29298 0.021
C -3.57019 -0.68263 -2.36867 -0.080
C -2.26299 -0.04136 -2.73160 0.665
N -1.03979 -0.42820 -0.89743 0.082
C 4.14811 0.74745 2.47916 -0.073
H 7.11265 0.04827 0.93830 -0.002
H 1.53497 1.91879 1.38309 0.014
H 1.67034 0.90437 2.81844 0.002
H 1.27865 -0.96891 1.11423 -0.003
H -0.73805 1.11331 1.53124 0.001
H -0.67147 -0.36973 2.47311 0.001
H -2.79801 -1.38220 1.81917 0.000
H -4.32330 -2.17575 0.02694 0.005
H -4.28061 -0.80375 -3.17887 0.013
H -1.97730 0.10134 -3.76505 -0.030
H 3.75771 0.99088 3.45778 -0.001
Cl -5.95762 -0.39868 -1.09430 0.003
C -4.18436 -0.23423 -1.01650 0.026
C -3.75497 1.11793 -0.51727 -0.011
Cl -4.77116 1.91319 0.62162 0.001
C -2.55040 1.59542 -0.83146 0.052
Cl -1.96482 3.06934 -0.17353 0.005
C -1.55059 0.79262 -1.66870 -0.051
O -0.52146 1.52708 -2.13017 -0.008
C -1.46899 -1.47558 -1.85041 -0.129
O -0.64230 -2.10672 -2.49526 0.324
C -2.94233 -1.92554 -1.65451 0.113
Cl -3.26751 -3.55006 -2.20812 0.010
```

Output
- LUMO energy (alpha / beta) (hartree) = -0.01135 / -0.12577
- HOMO level (alpha / beta) (eV) = -8.03 / -8.04
- net charge = 0
- multiplicity = 3
- relative energy (zero: lowest compared OMol25 entry of this formula, charge and spin) (eV) = 3.977

---

Entry from the Open Molecules 2025 dataset: the molecule C2H4N4O2 (wB97M-V/def2-TZVPD).

```
12
Properties=species:S:1:pos:R:3:mulliken_charge:R:1
C -0.07287 0.23254 0.07033 0.346
C -0.88647 -0.97460 0.16846 0.504
H 2.04056 -0.77811 -1.89203 0.266
H 1.79171 -1.57003 -0.21443 0.292
H 1.31482 1.62771 -0.27476 0.348
H -2.13587 1.30295 1.71580 0.232
N 2.07154 -0.48905 -0.76147 -0.732
N 1.12858 0.44442 -0.55025 0.001
N -0.50078 1.38672 0.44987 -0.516
N -1.85708 1.09141 0.79320 -0.047
O -1.98604 -0.18134 0.66892 -0.200
O -0.90810 -2.09262 -0.17364 -0.494
```

Output
- SMILES = NNc1n[nH]oc1=O
- LUMO energy (hartree) = 0.00727
- HOMO level (eV) = -8.17
- net charge = 0
- multiplicity = 1
- relative energy (zero: lowest compared OMol25 entry of this formula, charge and spin) (eV) = 5.711

---

Entry from the Open Molecules 2025 dataset: a 12-piece molecular cluster, C62H121F3O22 overall (wB97M-V/def2-TZVPD).

```
208
Properties=species:S:1:pos:R:3:mulliken_charge:R:1
F 15.22111 16.69660 22.90793 -0.467
C 13.95632 17.03413 22.50259 0.607
C 13.42100 16.36437 21.42296 -0.719
C 12.14143 16.77515 20.98776 -0.302
C 11.47959 17.80678 21.64560 -0.625
C 12.01807 18.40528 22.81492 -0.801
C 13.29529 17.97863 23.24257 -0.807
H 13.91571 15.50667 20.93942 0.784
H 11.74508 16.29166 20.11801 0.407
H 10.48748 18.09844 21.27112 0.560
H 11.44976 19.10112 23.43165 0.823
H 13.74958 18.31522 24.18463 0.561
F 15.06483 26.32578 18.71868 -0.423
C 14.12062 25.39659 19.00835 0.470
C 13.69796 24.58628 17.98382 -0.718
C 12.67432 23.68168 18.24509 0.669
C 12.06787 23.65118 19.51686 -1.061
C 12.55262 24.50732 20.50993 -0.052
C 13.63857 25.35420 20.29325 -0.962
H 14.12613 24.70968 16.99109 0.514
H 12.27508 23.01587 17.46149 0.234
H 11.24868 23.03427 19.78979 0.653
H 12.15250 24.39397 21.55652 0.154
H 13.97960 25.98135 21.08980 0.513
F 14.17071 19.25787 16.22697 -0.613
C 14.49816 19.52692 17.51223 0.498
C 13.56910 19.15674 18.49365 -0.234
C 13.74874 19.67165 19.76115 0.318
C 14.81599 20.54286 20.03278 0.012
C 15.69947 20.83100 19.05555 0.145
C 15.57982 20.31030 17.76099 -0.856
H 12.68092 18.62664 18.16351 0.086
H 13.13838 19.36232 20.58579 -0.317
H 14.87190 21.03352 20.97286 0.078
H 16.43747 21.60412 19.22740 0.258
H 16.28896 20.66391 17.03377 0.537
C 12.61510 10.43639 20.16867 -0.559
O 12.33117 10.24779 18.79772 -0.378
C 13.29284 10.76888 17.86747 -0.754
C 13.66919 12.20998 18.08170 -0.393
O 12.50375 12.93786 18.29388 -0.189
C 11.89051 13.41480 17.13508 -0.363
C 10.74350 14.29436 17.49336 -0.767
O 11.16628 15.52668 18.05129 0.025
C 10.03252 16.42819 18.03633 -0.943
H 13.64742 10.19295 20.31674 0.314
H 11.95319 9.74686 20.75085 0.235
H 12.35069 11.46038 20.47627 0.134
H 12.84031 10.57398 16.92030 0.423
H 14.24852 10.30186 17.95687 0.463
H 14.30251 12.51292 17.14876 0.208
H 14.27082 12.28645 19.01430 0.343
H 11.52162 12.55065 16.54963 0.386
H 12.58473 13.90479 16.42524 0.191
H 10.10668 13.75549 18.20169 0.328
H 10.15981 14.52808 16.56314 0.354
H 10.30658 17.41735 18.40686 -0.103
H 9.23700 16.01440 18.65957 0.413
H 9.70153 16.52868 17.01493 0.561
C 17.75188 23.73612 16.86732 -0.434
O 17.49237 23.87851 15.43351 -0.562
C 17.09375 22.57757 14.89629 -0.161
C 17.19654 22.67882 13.40871 -0.111
O 15.99501 23.39076 12.99136 -0.168
C 15.99251 23.84689 11.61331 -0.764
C 17.09510 24.69297 11.18310 -0.549
O 18.19777 23.92991 10.68523 -0.267
C 19.32929 24.75477 10.49147 -0.815
H 18.57562 23.02570 17.06481 0.372
H 16.88712 23.41072 17.41756 -0.082
H 17.95209 24.77312 17.24879 0.349
H 16.06206 22.45066 15.13149 -0.145
H 17.74206 21.85401 15.28637 0.713
H 17.15830 21.61497 13.15139 -0.130
H 18.10024 23.16013 13.05623 0.388
H 15.02597 24.29805 11.47799 0.388
H 16.02323 22.94991 10.93620 0.339
H 17.43059 25.34868 11.99154 0.284
H 16.63955 25.27712 10.35291 0.451
H 19.19092 25.38669 9.62398 0.353
H 20.10530 24.03849 10.21907 0.244
H 19.72967 25.28736 11.36085 0.323
C 12.50219 24.48332 14.48271 -0.881
O 12.22457 23.36569 15.34853 -0.188
C 12.46137 22.09709 14.79700 -0.127
C 11.75518 21.01493 15.52160 0.207
O 10.37798 20.98775 15.18781 -0.485
C 9.77234 19.78908 15.63014 -0.639
C 9.10494 19.76245 17.02695 -0.629
O 10.12239 19.82866 18.00664 0.237
C 9.66962 20.10771 19.29968 -0.507
H 11.93061 24.28556 13.57978 0.383
H 13.62408 24.61435 14.32157 0.183
H 12.19288 25.42006 14.92197 0.312
H 13.55463 21.87968 14.74592 -0.313
H 12.08700 22.09646 13.78950 0.546
H 11.86024 21.22042 16.60355 -0.321
H 12.26495 20.07600 15.32803 0.411
H 10.50400 18.94690 15.61063 0.213
H 8.96821 19.56460 14.98984 0.492
H 8.58416 18.78112 17.12262 0.293
H 8.35416 20.57090 17.13600 0.419
H 10.61872 20.25525 19.83543 -0.327
H 9.00372 19.32161 19.72345 0.338
H 9.03291 21.00905 19.24237 0.453
C 18.35160 18.42143 20.08542 -1.007
O 18.66550 19.12318 21.27355 -0.494
C 17.64878 19.26471 22.18134 0.687
C 18.17659 18.82837 23.57745 -1.108
O 19.12241 19.68596 24.11110 0.074
C 20.00402 19.06795 25.04239 -0.652
C 21.23035 19.92917 25.08461 -0.068
O 22.25545 19.12165 25.63228 -0.366
C 23.37540 19.99867 25.89989 -0.770
H 17.79906 19.02492 19.35330 0.051
H 17.78394 17.53123 20.40690 0.642
H 19.30561 18.14754 19.61865 0.405
H 16.75355 18.60013 22.09895 0.144
H 17.32874 20.29962 22.16457 -0.104
H 18.66318 17.88726 23.34357 0.462
H 17.22312 18.69176 24.11556 0.177
H 20.26767 17.97967 24.87176 0.327
H 19.55017 19.03468 26.05744 0.236
H 21.03508 20.81668 25.74978 0.243
H 21.45519 20.37216 24.11155 0.186
H 23.79480 20.42050 24.99633 0.314
H 24.13312 19.40450 26.42196 0.273
H 23.12209 20.82995 26.52654 0.329
C 16.78094 23.85357 22.01529 -0.593
O 16.47470 22.73297 22.81489 0.561
C 15.13415 22.75762 23.27086 0.133
C 14.83521 21.49002 24.09109 0.697
O 15.03870 21.67258 25.48204 -0.552
C 16.38039 21.92328 25.86692 -0.659
H 17.86096 23.95151 21.96651 -0.035
H 16.47575 24.85337 22.41083 0.249
H 16.28554 23.85713 21.08293 0.219
H 14.52222 22.74824 22.40532 -0.299
H 14.89004 23.70742 23.79004 0.505
H 15.53304 20.70135 23.77665 -0.782
H 13.85356 21.03461 23.92499 -0.233
H 16.37453 21.82243 26.94200 0.335
H 16.60522 22.95100 25.65899 0.272
H 17.17173 21.27395 25.33704 0.123
C 21.74737 21.05234 19.25844 -0.596
O 20.95347 22.20898 19.22330 -0.471
C 19.82243 22.11592 20.03688 0.403
C 20.06488 22.57847 21.47854 0.041
O 19.86928 23.99275 21.51791 -0.559
C 20.06252 24.47475 22.84211 -0.743
H 21.20729 20.11070 19.14976 0.182
H 22.34694 20.96820 20.19225 0.264
H 22.44999 21.14806 18.37723 0.277
H 19.39542 21.12549 20.08527 -0.443
H 19.09354 22.77609 19.56472 0.193
H 21.13252 22.43368 21.74231 0.532
H 19.37646 22.05066 22.08870 0.078
H 19.84069 25.53787 22.77390 0.274
H 21.11320 24.37282 23.16876 0.292
H 19.30863 24.06734 23.50075 0.246
C 18.50022 14.81327 14.52172 -0.648
O 18.22928 15.06377 15.85292 -0.382
C 17.50243 16.26515 16.05875 -0.285
C 16.81366 16.26813 17.34054 0.256
O 15.69995 15.47203 17.33401 -0.294
C 15.04043 15.57792 18.55014 -0.195
H 17.60292 14.76311 13.95866 0.348
H 19.06931 13.87750 14.45304 0.312
H 19.11837 15.56382 14.04855 0.164
H 16.74907 16.36331 15.26157 0.160
H 18.23662 17.08957 16.03603 0.158
H 16.56823 17.27360 17.63878 -0.205
H 17.52273 15.87890 18.10717 0.246
H 14.07428 15.02501 18.38087 -0.208
H 14.86542 16.63895 18.74163 0.348
H 15.51047 15.08968 19.44826 0.263
C 19.49868 20.08756 11.43948 -0.602
O 19.41162 19.92309 12.84399 -0.348
C 18.93199 18.64955 13.20267 -0.478
C 17.44603 18.32896 12.79347 -0.545
O 16.61403 19.22124 13.49509 0.196
C 15.23957 19.04342 13.19868 -0.572
H 18.50596 20.19237 10.96726 0.225
H 20.06178 19.22156 11.00653 0.360
H 20.13853 21.01068 11.32238 0.144
H 19.04784 18.63741 14.31346 -0.044
H 19.57934 17.81214 12.83296 0.419
H 17.22909 17.31082 13.13721 0.277
H 17.26229 18.40505 11.74436 0.510
H 14.75166 18.10517 13.50457 0.339
H 15.07078 19.31925 12.15764 0.394
H 14.73525 19.78012 13.86582 -0.221
C 11.22792 21.70120 22.75145 0.144
O 11.15197 21.24074 24.08469 -0.455
C 10.82818 22.27790 25.04479 -0.965
C 12.03202 23.18535 25.37144 -0.136
O 12.10597 24.13636 24.29360 -0.095
C 12.70154 25.35164 24.69468 -0.964
H 10.98171 20.84016 22.11726 -0.355
H 12.17529 22.07280 22.44406 -0.146
H 10.46214 22.45358 22.64514 0.670
H 10.48852 21.82722 25.99033 0.419
H 10.02003 22.91370 24.67728 0.381
H 12.97166 22.63198 25.51352 0.075
H 11.80040 23.77196 26.31922 0.555
H 12.78634 26.06723 23.81565 0.168
H 13.59231 25.21458 25.34687 0.384
H 11.95293 25.82202 25.34107 0.391
```

Output
- SMILES = COCCOCCOC.COCCOCCOC.COCCOCCOC.COCCOCCOC.Fc1ccccc1.Fc1ccccc1.Fc1ccccc1.COCCOC.COCCOC.COCCOC.COCCOC.COCCOC
- LUMO energy (hartree) = 0.02237
- HOMO level (eV) = -8.97
- net charge = 0
- multiplicity = 1

---

Strongest force on any atom for the records above, in order: 1.127; 7.803; 3.718 eV Å⁻¹